C3H3BaLiO3 as an isolated structure in a non-equilibrium geometry. Source: OMol25; level of theory: ωB97M-V/def2-TZVPD.

Last column: natural (NBO) charge in e.
Geometry (Å):
Ba1 2.07 0.36 0.35  1.93
O1 0.36 -1.50 0.30  -0.87
O2 -0.62 0.59 0.44  -0.67
O3 -1.89 0.35 -1.33  -0.49
C1 -0.79 0.92 -0.89  0.49
C2 -1.75 -1.08 -0.96  -0.18
C3 -0.92 -0.84 0.26  -0.15
Li1 -2.47 -0.56 1.88  0.95
H1 0.35 -2.19 0.98  0.53
H2 -2.76 -1.50 -0.87  0.23
H3 -1.33 -1.70 -1.76  0.23

**M**: 231.32 u
**Energy above the lowest of the compared OMol25 structures with the same formula, charge and spin**: 0.998 eV
**Net charge**: +2
**Total energy**: -10181.52836 eV
**HOMO-LUMO gap**: 7.05 eV
**Highest occupied orbital energy**: -0.5541 Ha